Record 1
# C20H24N4O

The molecule C20H24N4O (ωB97M-V with the def2-TZVPD basis set, the OMol25 dataset).

Values from the calculation:
- Gap between HOMO and LUMO: 8.19 eV
- HOMO energy: -7.4 eV
- E_tot: -29138.161 eV
- Energy above the lowest of the compared OMol25 structures with the same formula, charge and spin: 104.6 kJ/mol
- Structure (SMILES): CN1CCN(c2ccc(NC(=O)N3CCc4ccccc43)cc2)CC1
- Molar mass: 336.4 g/mol

ORCA input file:
```
! wB97M-V def2-TZVPD RIJCOSX def2/J DEFGRID3
* xyz 0 1
C -4.52 -2.37 0.14
N -4.37 -0.95 -0.13
C -3.56 -0.72 -1.31
C -3.50 0.79 -1.59
N -2.96 1.52 -0.47
C -1.59 1.64 -0.30
C -1.08 2.45 0.72
C 0.28 2.58 0.93
C 1.19 1.92 0.11
C 0.70 1.20 -0.97
C -0.66 1.05 -1.17
H -0.98 0.46 -2.01
H 1.38 0.73 -1.66
N 2.56 2.00 0.40
C 3.56 1.12 0.05
O 4.70 1.50 -0.14
N 3.22 -0.20 -0.08
C 2.15 -0.94 0.41
C 1.28 -0.64 1.45
C 0.28 -1.56 1.75
C 0.16 -2.75 1.05
C 1.07 -3.07 0.05
C 2.07 -2.16 -0.25
C 3.19 -2.26 -1.25
H 3.71 -3.22 -1.20
H 2.80 -2.15 -2.27
C 4.09 -1.08 -0.86
H 4.49 -0.54 -1.71
H 4.93 -1.42 -0.24
H 1.01 -4.01 -0.48
H -0.63 -3.44 1.29
H -0.41 -1.34 2.55
H 1.37 0.26 2.03
H 2.91 2.91 0.67
H 0.64 3.19 1.74
H -1.75 2.99 1.37
C -3.78 1.26 0.71
C -3.81 -0.24 1.00
H -2.78 -0.59 1.23
H -4.44 -0.43 1.87
H -4.79 1.61 0.50
H -3.39 1.79 1.57
H -4.52 1.15 -1.74
H -2.93 1.00 -2.49
H -2.53 -1.11 -1.18
H -4.02 -1.23 -2.16
H -4.98 -2.85 -0.73
H -3.56 -2.87 0.34
H -5.17 -2.50 1.00
*
```

Record 2
# C20H24N4O2Pt

A structure of composition C20H24N4O2Pt (ωB97M-V with the def2-TZVPD basis set, the OMol25 dataset).

Values from the calculation:
- Gap between HOMO and LUMO: 7.70 eV
- HOMO energy: -7.1 eV
- E_tot: -34433.544 eV
- Molar mass: 547.5 g/mol

ORCA input file:
```
! wB97M-V def2-TZVPD RIJCOSX def2/J DEFGRID3
* xyz 0 1
Pt 0.00 -0.37 0.00
C 2.64 -0.83 1.18
N 2.05 -0.18 -0.03
C 2.61 -0.82 -1.25
C 2.34 1.27 -0.03
C 3.66 1.69 -0.04
C 3.97 3.04 -0.04
C 2.93 3.95 -0.01
C 1.61 3.53 0.00
C 1.26 2.17 -0.01
N 0.00 1.60 0.00
C -1.26 2.17 0.01
C -1.61 3.53 0.00
C -2.93 3.95 0.01
C -3.97 3.04 0.04
C -3.66 1.69 0.05
C -2.34 1.27 0.03
N -2.05 -0.18 0.03
C -2.64 -0.83 -1.18
C -2.60 -0.82 1.25
H 3.72 -0.71 1.18
H 2.39 -1.88 1.18
H 2.22 -0.37 2.07
H 3.69 -0.72 -1.27
H 2.18 -0.33 -2.12
H 2.33 -1.87 -1.27
H 4.46 0.97 -0.07
H 5.00 3.37 -0.05
H 3.15 5.01 0.00
H 0.85 4.29 0.02
H -0.85 4.29 -0.02
H -3.15 5.01 0.00
H -5.00 3.37 0.05
H -4.46 0.97 0.07
H -3.73 -0.71 -1.18
H -2.39 -1.88 -1.17
H -2.22 -0.37 -2.07
H -3.69 -0.72 1.27
H -2.18 -0.33 2.12
H -2.33 -1.87 1.27
O -0.19 -2.79 -2.27
C -0.11 -3.21 -1.13
C -0.17 -4.68 -0.74
C 0.17 -4.68 0.74
C 0.11 -3.21 1.13
O 0.19 -2.79 2.27
N 0.00 -2.43 0.00
H 0.51 -5.26 -1.37
H -1.18 -5.04 -0.94
H 1.18 -5.04 0.94
H -0.51 -5.26 1.37
*
```

Record 3
# C20H24N4O2S

The molecule C20H24N4O2S (ωB97M-V with the def2-TZVPD basis set, the OMol25 dataset).

Values from the calculation:
- Gap between HOMO and LUMO: 8.56 eV
- HOMO energy: -8.0 eV
- E_tot: -42020.120 eV
- Energy above the lowest of the compared OMol25 structures with the same formula, charge and spin: 140.2 kJ/mol
- Structure (SMILES): CSc1ccc(C(=O)N2CCC(n3nccc3NC(=O)C3CC3)CC2)cc1
- Molar mass: 384.5 g/mol

ORCA input file:
```
! wB97M-V def2-TZVPD RIJCOSX def2/J DEFGRID3
* xyz 0 1
C 0.58 1.49 -8.10
H 0.17 1.95 -9.00
H 1.65 1.33 -8.22
H 0.06 0.56 -7.90
S 0.27 2.68 -6.77
C 1.00 1.92 -5.35
C 1.58 0.66 -5.34
C 2.12 0.16 -4.18
C 2.07 0.88 -2.99
C 1.49 2.15 -3.00
C 0.96 2.66 -4.17
H 0.52 3.65 -4.18
H 1.47 2.74 -2.10
C 2.72 0.33 -1.76
O 3.92 0.16 -1.70
N 1.89 0.05 -0.73
C 0.45 0.18 -0.78
H 0.14 1.21 -0.53
C -0.19 -0.79 0.21
H 0.14 -1.80 -0.01
H -1.28 -0.75 0.12
C 0.21 -0.44 1.65
N 0.10 -1.62 2.47
C -0.75 -1.87 3.50
C -0.43 -3.13 3.99
C 0.63 -3.55 3.17
N 0.92 -2.64 2.27
H 1.17 -4.48 3.21
H -0.89 -3.65 4.80
N -1.72 -0.99 3.97
C -2.72 -0.44 3.20
O -2.75 -0.53 1.99
C -3.75 0.33 3.96
C -4.26 -0.10 5.31
C -3.41 1.12 5.19
H -2.39 1.10 5.56
H -3.88 2.09 5.31
H -3.85 -0.99 5.76
H -5.31 0.03 5.50
H -4.47 0.77 3.28
H -1.86 -1.02 4.96
C 1.65 0.11 1.69
C 2.46 -0.43 0.52
H 3.49 -0.09 0.56
H 2.46 -1.53 0.55
H 2.13 -0.19 2.62
H 1.63 1.20 1.65
H -0.48 0.31 2.06
H 0.10 -0.04 -1.79
H 2.59 -0.82 -4.18
H 1.63 0.07 -6.24
*
```

Record 4
# C20H24N4O4S2

The molecule C20H24N4O4S2 at a distorted geometry (ωB97M-V with the def2-TZVPD basis set, the OMol25 dataset).

Values from the calculation:
- Gap between HOMO and LUMO: 8.58 eV
- HOMO energy: -8.5 eV
- E_tot: -56931.265 eV
- Energy above the lowest of the compared OMol25 structures with the same formula, charge and spin: 2033.9 kJ/mol
- Structure (SMILES): Cc1ccc(N2C[C@H](C(=O)Nc3nnc(SCCC4OCCO4)s3)CC2=O)cc1C
- Molar mass: 448.6 g/mol

ORCA input file:
```
! wB97M-V def2-TZVPD RIJCOSX def2/J DEFGRID3
* xyz 0 1
C 4.84 -2.80 -5.42
C 3.85 -2.34 -4.25
C 2.58 -1.96 -4.41
C 1.79 -1.50 -3.55
C 2.15 -1.53 -2.40
C 3.66 -1.89 -2.09
C 4.55 -2.24 -3.16
C 5.78 -2.99 -2.73
H 6.56 -2.39 -3.28
H 5.98 -2.78 -1.67
H 6.09 -4.01 -2.91
H 4.05 -2.14 -0.99
N 1.35 -1.04 -1.35
C 0.22 -1.27 -1.03
O -0.58 -1.99 -1.93
C -0.23 -0.51 0.10
C 0.86 -0.08 0.84
C 1.24 -1.15 1.98
O 2.03 -2.08 2.17
N 0.43 -1.15 3.15
C -0.72 -0.44 3.37
N -0.89 0.67 2.73
N -2.04 1.29 3.34
C -2.35 0.93 4.40
S -3.88 1.20 5.42
C -4.38 2.88 4.32
C -5.11 2.48 2.85
H -5.99 1.91 3.36
H -4.33 1.68 2.46
C -5.17 3.64 1.99
O -5.61 3.01 0.83
C -4.53 2.66 -0.07
H -4.60 3.15 -0.97
H -4.38 1.70 -0.17
C -3.30 3.47 0.66
H -2.67 4.11 0.30
H -2.73 2.60 1.17
O -3.78 4.40 1.80
H -5.84 4.29 2.39
H -4.78 3.44 4.92
H -3.41 3.61 4.01
S -1.34 -0.47 4.93
H 0.59 -1.92 3.72
H 0.81 0.83 1.26
C 2.10 -0.38 -0.14
H 2.80 -0.62 0.35
H 2.21 0.87 -0.50
H -1.13 -1.12 0.65
H -0.95 0.18 -0.06
H 1.00 -1.22 -3.79
H 2.26 -2.02 -5.54
H 5.09 -3.98 -5.27
H 5.58 -2.33 -5.38
H 4.27 -2.67 -6.42
*
```

Record 5
# C20H24N6O4S2

The molecule C20H24N6O4S2 at a distorted geometry (ωB97M-V with the def2-TZVPD basis set, the OMol25 dataset).

Values from the calculation:
- Gap between HOMO and LUMO: 8.80 eV
- HOMO energy: -8.8 eV
- E_tot: -59929.518 eV
- Energy above the lowest of the compared OMol25 structures with the same formula, charge and spin: 135.8 kJ/mol
- Structure (SMILES): CCn1c(SCC(=O)Nc2cc(C)on2)nnc1-c1ccc(S(=O)(=O)N2CCCC2)cc1
- Molar mass: 476.6 g/mol

ORCA input file:
```
! wB97M-V def2-TZVPD RIJCOSX def2/J DEFGRID3
* xyz 0 1
C -2.05 -1.35 -1.97
H -2.72 -0.50 -2.10
H -1.11 -1.01 -1.55
H -1.86 -1.79 -2.95
C -2.72 -2.38 -1.07
N -2.98 -1.86 0.25
C -4.22 -1.57 0.75
N -4.13 -1.05 1.94
N -2.84 -0.95 2.24
C -2.13 -1.43 1.24
C -0.68 -1.36 1.23
C 0.15 -2.22 0.51
C 1.52 -2.03 0.52
C 2.06 -1.00 1.26
C 1.27 -0.17 2.02
C -0.10 -0.35 2.01
H -0.75 0.28 2.60
H 1.73 0.61 2.61
S 3.84 -0.77 1.21
O 4.48 -2.02 1.48
O 4.17 0.37 2.01
N 4.02 -0.45 -0.44
C 3.88 0.96 -0.79
H 3.00 1.09 -1.42
H 3.75 1.53 0.13
C 5.18 1.36 -1.51
H 5.52 2.35 -1.20
H 5.03 1.36 -2.59
C 6.16 0.25 -1.12
H 6.59 0.45 -0.14
H 6.97 0.13 -1.84
C 5.24 -0.96 -1.05
H 5.00 -1.33 -2.05
H 5.62 -1.77 -0.43
H 2.18 -2.68 -0.03
H -0.27 -3.04 -0.06
S -5.70 -1.69 -0.17
C -6.14 0.10 -0.09
C -4.87 0.88 -0.39
O -4.38 0.92 -1.50
N -4.32 1.47 0.70
C -3.04 1.99 0.76
N -2.57 2.43 1.90
O -1.29 2.81 1.68
C -0.97 2.60 0.39
C -2.05 2.08 -0.26
H -2.15 1.81 -1.29
C 0.40 2.93 -0.06
H 0.44 2.96 -1.15
H 1.10 2.17 0.30
H 0.71 3.89 0.35
H -4.74 1.36 1.61
H -6.55 0.31 0.89
H -6.88 0.24 -0.87
H -2.11 -3.29 -0.99
H -3.69 -2.67 -1.49
*
```

Record 6
# C20H25BF4N2PtSi

A structure of composition C20H25BF4N2PtSi (ωB97M-V with the def2-TZVPD basis set, the OMol25 dataset).

Values from the calculation:
- Gap between HOMO and LUMO: 8.22 eV
- HOMO energy: -15.3 eV
- E_tot: -46786.361 eV
- Energy above the lowest of the compared OMol25 structures with the same formula, charge and spin: 0.0 kJ/mol
- Molar mass: 603.4 g/mol

ORCA input file:
```
! wB97M-V def2-TZVPD RIJCOSX def2/J DEFGRID3
* xyz 2 1
Pt 2.66 2.76 0.94
C 1.53 1.90 2.36
Si -0.13 1.22 1.99
C -0.56 -2.65 -0.65
N 0.07 -2.21 -1.65
C -0.53 -1.25 -2.62
C -0.61 -1.91 -3.99
C 0.76 -2.42 -4.44
C 1.35 -3.36 -3.39
C 1.42 -2.69 -2.03
C -1.21 1.56 0.57
C -2.32 0.71 0.36
C -3.16 0.91 -0.72
C -2.91 1.95 -1.61
C -1.82 2.79 -1.42
C -0.97 2.60 -0.34
C -0.74 0.03 3.23
C -2.08 0.01 3.63
C -2.51 -0.84 4.63
C -1.60 -1.71 5.23
C -0.26 -1.71 4.84
C 0.17 -0.84 3.86
H 2.04 1.16 2.98
H 1.30 2.72 3.06
H -1.57 -2.31 -0.47
H -0.10 -3.38 0.01
H 0.14 -0.39 -2.64
H -1.50 -0.95 -2.23
H -1.00 -1.18 -4.69
H -1.33 -2.74 -3.95
H 1.43 -1.58 -4.60
H 0.67 -2.94 -5.39
H 2.36 -3.66 -3.67
H 0.76 -4.27 -3.31
H 2.06 -1.80 -2.06
H 1.78 -3.36 -1.24
H -2.53 -0.10 1.05
H -4.02 0.27 -0.87
H -3.57 2.12 -2.45
H -1.63 3.61 -2.11
H -0.14 3.28 -0.20
H -2.80 0.70 3.19
H -3.54 -0.83 4.96
H -1.93 -2.38 6.01
H 0.44 -2.38 5.32
H 1.22 -0.83 3.59
N 4.88 0.77 1.42
C 4.02 1.50 1.20
H 5.71 0.21 1.50
F 1.22 4.51 -1.72
B 2.11 4.89 -0.78
F 1.36 4.29 0.61
F 2.35 6.17 -0.56
F 3.27 4.04 -0.73
*
```

Record 7
# C20H25BN3O8P2

A cluster of 2 separate species, C20H25BN3O8P2 in total at a distorted geometry (ωB97M-V with the def2-TZVPD basis set, the OMol25 dataset).

Values from the calculation:
- Gap between HOMO and LUMO: 3.68 eV
- HOMO energy: -2.7 eV
- E_tot: -61245.078 eV
- Molar mass: 508.2 g/mol

ORCA input file:
```
! wB97M-V def2-TZVPD RIJCOSX def2/J DEFGRID3
* xyz -1 1
C 1.73 2.72 1.29
C 2.12 1.62 0.91
C 2.57 0.20 0.40
P 4.40 0.44 -0.16
N 5.13 1.60 0.66
N 1.79 -0.17 -0.83
C 0.77 -1.24 -0.63
C 0.07 -0.98 0.77
C -1.20 -1.92 0.94
C -2.51 -1.08 1.29
C -2.50 0.18 2.12
C -3.76 0.96 2.38
C -5.05 0.44 1.80
C -5.07 -0.83 1.01
C -6.45 -1.35 0.44
C -3.81 -1.62 0.74
N 1.01 -1.24 1.91
C 2.40 -0.80 1.63
O 2.99 -0.13 2.78
B 2.40 -0.58 4.00
O 2.36 -1.93 4.46
O 1.83 0.41 4.87
P 3.44 -2.41 1.44
O 3.54 -2.89 0.01
H 1.39 3.58 1.93
H 4.38 0.81 -1.55
H 5.18 -0.74 0.00
H 5.96 1.17 1.11
H 1.30 0.71 -1.16
H 2.41 -0.44 -1.62
H 1.15 -2.29 -0.78
H -0.03 -1.06 -1.44
H -0.18 0.14 0.81
H -1.38 -2.39 -0.08
H -1.04 -2.78 1.66
H -1.48 0.51 2.49
H -3.68 1.90 2.98
H -6.00 1.04 1.97
H -7.30 -0.70 0.81
H -6.41 -1.22 -0.69
H -6.66 -2.43 0.68
H -3.88 -2.57 0.14
H 1.04 -2.27 2.02
H 3.23 -2.25 4.77
H 0.94 0.67 4.56
H 3.02 -3.39 2.39
H 4.77 -2.02 1.85
C -1.12 3.14 -4.00
C -1.15 3.41 -5.35
C -0.41 2.37 -6.20
O -0.38 2.38 -7.43
C 0.33 1.30 -5.51
C 0.36 1.06 -4.17
C -0.47 2.03 -3.33
O -0.61 1.92 -2.09
O 0.98 0.15 -3.54
O -1.71 4.36 -5.93
H -1.63 3.82 -3.32
H 0.88 0.65 -6.17
*
```

Record 8
# C20H25BeF15N2O16

A structure of composition C20H25BeF15N2O16 at a distorted geometry (ωB97M-V with the def2-TZVPD basis set, the OMol25 dataset).

Values from the calculation:
- Gap between HOMO and LUMO: 7.85 eV
- HOMO energy: -9.5 eV
- E_tot: -98040.068 eV
- Energy above the lowest of the compared OMol25 structures with the same formula, charge and spin: 370.2 kJ/mol
- Molar mass: 843.4 g/mol

ORCA input file:
```
! wB97M-V def2-TZVPD RIJCOSX def2/J DEFGRID3
* xyz 0 1
Be 0.18 -0.14 -0.45
N -2.55 1.22 -0.75
O -2.38 0.08 -1.08
O -3.64 1.75 -0.64
O -1.50 1.81 -0.49
N 2.54 -1.27 -1.94
O 3.48 -1.74 -2.59
O 1.49 -1.83 -1.76
O 2.59 -0.17 -1.35
C 3.66 -3.30 0.77
C 4.33 -1.95 1.17
O 3.69 -1.41 2.40
C 2.40 -0.98 2.40
O 1.61 -1.07 1.41
C 1.95 -0.49 3.78
F 0.70 -0.87 4.05
F 2.77 -1.02 4.73
F 2.05 0.84 3.76
H 4.29 -3.93 0.13
H 2.69 -3.22 0.29
H 3.50 -3.82 1.71
H 4.20 -1.24 0.35
H 5.40 -1.90 1.35
C 0.85 5.51 -1.72
C 0.64 4.20 -0.87
O 1.84 4.15 -0.06
C 2.18 2.95 0.38
O 1.50 1.94 0.30
C 3.71 2.87 0.80
F 4.20 2.01 -0.09
F 4.25 4.08 0.70
F 3.82 2.28 2.05
H 1.58 5.27 -2.49
H 1.20 6.37 -1.15
H -0.09 5.77 -2.20
H 0.24 3.36 -1.44
H -0.18 4.42 -0.18
C -3.45 -0.98 4.88
C -2.40 -0.65 3.86
O -2.34 0.76 3.73
C -1.51 1.32 2.79
O -0.81 0.69 1.98
C -1.48 2.88 2.83
F -2.56 3.45 2.22
F -1.52 3.38 4.03
F -0.38 3.37 2.23
H -4.48 -0.97 4.55
H -3.26 -0.34 5.74
H -3.26 -2.00 5.21
H -2.61 -1.14 2.91
H -1.44 -1.07 4.18
C -3.56 -3.51 -1.06
C -2.17 -4.11 -1.30
O -1.60 -4.47 0.00
C -0.97 -3.55 0.81
O -0.90 -2.36 0.54
C -0.38 -4.29 2.11
F 0.94 -4.29 2.04
F -0.78 -3.71 3.27
F -0.79 -5.58 2.13
H -4.14 -3.60 -1.98
H -3.53 -2.43 -0.93
H -4.07 -3.95 -0.20
H -1.56 -3.39 -1.85
H -2.30 -5.06 -1.82
C -2.92 0.25 -5.24
C -2.02 0.66 -4.09
O -0.77 1.16 -4.59
C 0.36 1.38 -3.92
O 0.52 1.12 -2.72
C 1.43 2.03 -4.84
F 1.33 1.54 -6.13
F 1.25 3.38 -4.78
F 2.60 1.68 -4.37
H -3.88 -0.10 -4.86
H -2.38 -0.45 -5.87
H -3.12 1.08 -5.92
H -1.80 -0.16 -3.41
H -2.49 1.43 -3.47
*
```